# C45H35As2I2N4O4S3Y

A structure of composition C45H35As2I2N4O4S3Y (ωB97M-V/def2-TZVPD, the Open Molecules 2025 dataset).

Geometry as XYZ:
```
96
Properties=species:S:1:pos:R:3:lowdin_charge:R:1
Y -0.18746 0.05851 1.56768 1.3701
I -4.13481 -3.65599 3.13403 0.8523
C -3.99369 -1.53988 3.35325 -0.5898
C -4.95980 -1.03489 4.21842 -0.2887
C -5.05531 0.30664 4.52546 -0.6956
I -6.67712 0.82392 5.70443 0.9107
C -4.11307 1.25331 4.03845 -0.2214
C -4.04195 2.60006 4.37309 -0.0273
C -2.89302 3.32176 4.04119 -0.0461
C -1.88139 2.74802 3.26797 -0.1119
N -2.02191 1.49469 2.75427 0.0476
C -3.10328 0.75500 3.16613 -0.1436
C -3.10675 -0.61193 2.71770 -0.4049
O -2.22278 -0.91095 1.84749 -0.2376
H -5.71414 -1.70968 4.63840 0.0572
H -4.89255 3.01941 4.87158 0.0663
H -2.89040 4.39563 4.31898 0.1152
H -0.95416 3.25208 3.00698 0.0944
N 2.86072 2.89259 2.99270 0.1899
C 2.97537 2.18525 4.20746 -0.1707
C 3.84636 2.29356 5.25613 -0.0155
C 3.69541 1.38774 6.33953 -0.0728
C 2.69992 0.45015 6.30869 -0.0795
C 1.78958 0.35289 5.26022 0.0055
C 1.88597 1.26101 4.23652 -0.1715
N 1.17626 1.38803 3.01042 0.0619
C 1.79427 2.37746 2.31266 -0.2487
C 1.29667 2.81293 1.01276 -0.2479
C 1.47245 3.98103 0.31954 -0.2709
S 0.53495 4.03996 -1.21292 1.0564
C -0.03733 2.46436 -0.79845 -0.4475
N 0.45556 1.88484 0.26136 -0.0627
H 3.36944 3.71969 2.72133 0.1650
H 4.62680 3.10688 5.26782 0.1288
H 4.36641 1.47829 7.17292 0.1020
H 2.72521 -0.29392 7.06548 0.1019
H 1.17714 -0.55610 5.20361 0.1229
H 2.18882 4.76832 0.54961 0.0808
H -0.82863 2.13333 -1.46648 0.0515
C -0.50817 -1.45345 -3.34607 -0.4305
C 0.80760 -0.73503 -3.35517 -0.4460
As 1.83638 -1.09544 -1.61043 1.1543
C 3.06626 -2.54469 -2.05828 -0.3718
C 3.27514 -3.68989 -1.27679 -0.1152
C 4.20622 -4.66512 -1.64593 -0.0821
C 4.83736 -4.56901 -2.88288 -0.0906
C 4.70272 -3.38558 -3.63389 -0.0846
C 3.80533 -2.39993 -3.24012 -0.1228
C 3.30707 0.22685 -1.77232 -0.3907
C 4.29175 0.04992 -0.80763 -0.1315
C 5.20489 1.07569 -0.58814 -0.0750
C 5.27836 2.13252 -1.50698 -0.1162
C 4.36471 2.24185 -2.52074 -0.1272
C 3.35038 1.30387 -2.66384 -0.1203
As -1.71145 -0.72065 -1.87619 1.2602
C -2.63806 0.63989 -2.96150 -0.4533
C -3.90283 0.99575 -2.47614 -0.1451
C -4.66520 1.98266 -3.04703 -0.0942
C -4.19132 2.63252 -4.17049 -0.1036
C -2.91959 2.37262 -4.67471 -0.0669
C -2.10017 1.38865 -4.01166 -0.1008
C -3.08766 -1.99127 -2.33845 -0.4129
C -3.81208 -2.02130 -3.57651 -0.1019
C -4.83301 -2.93417 -3.73728 -0.1028
C -5.01455 -3.99617 -2.85761 -0.1048
C -4.23673 -4.08690 -1.73132 -0.0816
C -3.27931 -3.07588 -1.45540 -0.0929
H -0.39870 -2.51542 -3.02957 0.0707
H -1.05889 -1.41772 -4.32085 0.0819
H 0.65161 0.34202 -3.44033 0.0174
H 1.45779 -1.04668 -4.20314 0.0689
H 2.74144 -3.84453 -0.35473 0.0378
H 4.49390 -5.45114 -0.93177 0.1102
H 5.57212 -5.28571 -3.23684 0.0961
H 5.28128 -3.28796 -4.53090 0.0906
H 3.73524 -1.46138 -3.77854 0.0887
H 4.46381 -0.81295 -0.19000 0.1016
H 5.86666 1.04401 0.26870 0.0993
H 6.00888 2.90386 -1.44772 0.0842
H 4.37301 3.13093 -3.14826 0.0986
H 2.53855 1.47237 -3.39916 0.0931
H -4.35901 0.39784 -1.65014 0.1205
H -5.58364 2.30757 -2.57701 0.1061
H -4.78750 3.38866 -4.65576 0.0975
H -2.55770 2.85512 -5.56273 0.0908
H -1.06256 1.24952 -4.33242 0.0862
H -3.56502 -1.23699 -4.30799 0.1036
H -5.43358 -2.82053 -4.66435 0.1123
H -5.73193 -4.79400 -3.13250 0.1132
H -4.25749 -4.95888 -1.12583 0.0915
H -2.65047 -3.06001 -0.55045 0.0738
O 0.66171 -1.39101 2.89314 -0.5287
S 1.68336 -1.88597 1.85087 0.1917
O 2.25653 -0.65520 1.22052 -0.5267
O 2.58599 -2.85355 2.37157 -0.3252
S 0.41284 -2.68454 0.22327 0.1793
```

Calculated values
* relative energy (zero: lowest compared OMol25 entry of this formula, charge and spin): 22.95 kcal per mole
* max |F|: 0.0612 Eh/bohr
* total charge: 0
* frontier orbital gap: 5.0 eV

# C3H4S

A cluster of 2 separate species, C3H4S in total (ωB97M-V/def2-TZVPD, the Open Molecules 2025 dataset).

Geometry as XYZ:
```
8
Properties=species:S:1:pos:R:3:lowdin_charge:R:1
C 0.86506 -0.52819 -0.33216 -0.0596
C -0.33043 -0.48639 0.31105 -0.0816
C -2.29345 0.13589 0.72620 -0.5774
S -3.51504 -0.08303 -0.32749 0.5866
H 1.08034 0.13621 -1.22274 0.0698
H 1.49882 -1.20703 0.23615 0.0503
H -0.27747 -0.97645 1.20632 -0.0190
H -2.49260 0.14725 1.86004 0.0308
```

Calculated values
* relative energy (zero: lowest compared OMol25 entry of this formula, charge and spin): 83.82 kcal per mole
* max |F|: 0.0663 Eh/bohr
* total charge: 0
* frontier orbital gap: 8.0 eV

# C20H14Cl5MoN2O2

A structure of composition C20H14Cl5MoN2O2 (ωB97M-V/def2-TZVPD, the Open Molecules 2025 dataset).

Geometry as XYZ:
```
44
Properties=species:S:1:pos:R:3:lowdin_spin:R:1
Mo 0.98868 -0.11709 -0.72505 1.8050
Cl -2.51989 -0.36587 -1.85114 0.0072
C -1.25766 -0.40074 -3.02932 0.0121
C 0.05387 -0.14590 -2.63545 0.0084
C 1.01981 -0.17823 -3.62593 0.0213
Cl 2.64794 0.13356 -3.03819 0.0124
C 0.78489 -0.47147 -4.95170 -0.0026
Cl 2.06066 -0.51022 -6.08828 -0.0020
C -0.54169 -0.72133 -5.31947 0.0154
Cl -0.90661 -1.07524 -6.94574 0.0062
C -1.56504 -0.68211 -4.36147 -0.0032
Cl -3.18166 -0.98649 -4.83035 -0.0022
N 2.30598 1.38461 0.14551 0.0182
C 3.53501 0.73660 0.70438 0.0087
C 3.33369 -0.77018 0.82044 0.0113
O 3.92688 -1.43866 1.60513 0.0072
O 2.44058 -1.23926 -0.07235 0.0625
H 2.55537 2.11643 -0.51531 0.0064
H 1.78628 1.84696 0.89299 0.0046
H 3.79544 1.15557 1.67200 -0.0006
H 4.36760 0.90097 0.02053 0.0000
C -2.22946 -3.48504 2.18629 -0.0052
C -2.88789 -2.26294 2.12181 0.0027
C -2.23562 -1.14150 1.63968 -0.0048
C -0.91238 -1.24922 1.22812 0.0105
C -0.24061 -2.46373 1.29707 -0.0017
C -0.90891 -3.58233 1.77486 0.0013
N -0.25163 -0.09162 0.68555 -0.0309
C -0.48716 1.17644 1.31131 0.0179
C -0.16816 1.35034 2.65806 -0.0029
C -0.28765 2.60884 3.22273 0.0055
C -0.71894 3.68746 2.45306 -0.0028
C -1.04493 3.50547 1.11850 0.0034
C -0.93668 2.24377 0.54261 0.0067
H -2.74383 -4.35830 2.56337 -0.0003
H -3.91684 -2.18264 2.44596 0.0003
H -2.74464 -0.18760 1.58011 0.0000
H 0.80018 -2.53530 1.00844 0.0001
H -0.38609 -4.52696 1.83755 0.0002
H 0.16332 0.50069 3.24311 -0.0001
H -0.04462 2.75285 4.26711 0.0004
H -0.81262 4.66684 2.90220 -0.0002
H -1.40185 4.33755 0.52661 0.0001
H -1.23314 2.06500 -0.48533 0.0038
```

Calculated values
* relative energy (zero: lowest compared OMol25 entry of this formula, charge and spin): 0.00 kcal per mole
* max |F|: 0.0058 Eh/bohr
* spin multiplicity: 3
* total charge: +1
* frontier orbital gap (spin up / spin down): 7.3 / 7.3 eV

# C6H27O11

A cluster of 10 separate species, C6H27O11 in total (ωB97M-V/def2-TZVPD, the Open Molecules 2025 dataset).

Geometry as XYZ:
```
44
Properties=species:S:1:pos:R:3:lowdin_charge:R:1
O 0.31231 1.27772 1.55592 -0.0031
C 0.34016 0.28508 0.81607 -0.6253
O 1.42347 -0.28493 0.44030 -0.0943
C -0.94541 -0.30681 0.20782 -0.0961
C -1.51034 0.64572 -0.82121 -0.1574
C -1.16453 0.45169 -2.27810 -0.3493
C -0.54353 -0.61558 -2.77648 0.0454
C -1.83426 1.39052 -3.23811 -0.0802
H -1.72352 -0.47833 0.95943 0.0816
H -0.70012 -1.27978 -0.20170 0.0756
H -1.28985 1.70146 -0.66257 0.1239
H -2.60561 0.57412 -0.77282 0.1223
H -0.11113 -1.35359 -2.12830 0.0375
H -0.43978 -0.77999 -3.84136 0.0694
H -2.57579 0.90750 -3.89476 0.0807
H -1.18911 1.96315 -3.89928 0.0759
H -2.57999 2.02739 -2.74605 0.0731
H 1.96062 3.79753 -0.09741 -0.0193
H 0.48188 4.25286 -0.23605 0.0136
O 1.37681 4.58300 -0.14355 -0.0935
H -2.81259 -1.96897 -1.40904 0.0043
H -2.37541 -3.09446 -2.37624 0.0188
O -3.14034 -2.65104 -1.99861 -0.0551
H -3.08905 -0.30236 2.17529 -0.0044
H -3.83517 -1.10041 1.03462 0.0154
O -3.93667 -0.59003 1.83570 -0.0578
H 3.94307 -0.89200 1.27413 -0.0026
H 4.41853 -0.32178 -0.01953 0.0255
O 4.53974 -1.09462 0.54371 -0.0631
H 2.38094 0.11479 2.18754 -0.0159
H 3.01512 1.12138 3.05327 0.0349
O 2.84137 0.17270 3.04565 -0.0690
H 1.29856 -2.13417 0.11594 0.0031
H 2.43505 -3.04139 0.38392 0.0462
O 1.47213 -3.05610 0.38499 -0.0679
H -2.21233 1.75396 3.46936 0.0416
H -1.38186 1.77904 2.27955 -0.0057
O -2.31524 1.90752 2.51903 -0.0733
H 2.35369 1.46771 0.10561 0.0144
H 3.55356 2.49252 0.53396 0.0476
O 2.86424 2.27160 -0.08186 -0.0458
H -1.34274 -3.73545 -0.73376 0.0133
H 0.21820 -3.42494 -0.85982 -0.0116
O -0.54176 -3.91840 -1.21842 -0.0734
```

Calculated values
* relative energy (zero: lowest compared OMol25 entry of this formula, charge and spin): 26.77 kcal per mole
* max |F|: 0.0341 Eh/bohr
* total charge: -1
* frontier orbital gap: 9.5 eV

# C5H8F3NO2

An isolated molecule of C5H8F3NO2 (ωB97M-V/def2-TZVPD, the Open Molecules 2025 dataset).

Geometry as XYZ:
```
19
Properties=species:S:1:pos:R:3:lowdin_charge:R:1
O -1.57054 2.19723 0.52620 -0.0888
C -1.07346 0.99127 1.17514 -0.1288
C -0.41646 -0.07619 0.10997 -0.4236
C -1.44889 -0.79308 -0.68634 -0.5481
F -2.41540 -0.04433 -1.25139 0.1582
F -0.98989 -1.59659 -1.69241 0.1351
F -2.18406 -1.61313 0.07527 0.1399
N 0.51628 -0.94619 0.74795 0.0737
C 1.79347 -0.85048 -0.13532 -0.1145
C 1.76493 0.53474 -0.70192 -0.0957
O 0.29140 0.73300 -0.82866 -0.0810
H -0.66061 2.34030 0.07368 0.1148
H -0.44823 1.26659 2.10620 0.1444
H -1.96943 0.44534 1.54468 0.1170
H 0.07139 -1.81133 0.93880 0.1092
H 1.73668 -1.64813 -0.88234 0.1175
H 2.61312 -0.96298 0.60508 0.1226
H 2.18003 1.29939 -0.04219 0.1269
H 2.20965 0.53456 -1.68240 0.1212
```

Calculated values
* relative energy (zero: lowest compared OMol25 entry of this formula, charge and spin): 23.37 kcal per mole
* max |F|: 0.0801 Eh/bohr
* total charge: 0
* frontier orbital gap: 10.4 eV

# C3H34N2O12S

A cluster of 13 separate species, C3H34N2O12S in total (ωB97M-V/def2-TZVPD, the Open Molecules 2025 dataset).

Geometry as XYZ:
```
52
Properties=species:S:1:pos:R:3:lowdin_charge:R:1
C 0.04003 0.28474 -1.52863 -0.2216
C 1.09588 1.04049 -0.65311 -0.5742
S 2.60173 1.47187 -1.60161 0.7484
N -1.14813 0.01069 -0.59712 -0.0776
C -2.44581 -0.35411 -1.31932 -0.2801
N -3.25726 -1.02752 -0.35388 -0.0025
H -0.33230 0.89775 -2.45396 0.1325
H 0.53330 -0.79027 -1.58789 0.1122
H 1.27947 0.47670 0.27379 0.0298
H 0.69022 2.03958 -0.33276 0.0597
H 3.39213 1.61383 -0.41243 -0.0815
H -1.27725 0.76461 -0.05111 0.0180
H -2.94717 0.51732 -1.68789 0.0856
H -2.34554 -1.01156 -2.24901 0.1396
H -3.02629 -1.94555 -0.13124 0.0040
H -3.21563 -0.48821 0.61343 0.1047
H 0.77706 2.21497 3.10024 0.0103
H 1.47813 1.63712 1.88521 0.0261
O 0.63812 1.82265 2.31644 -0.0129
H 2.10878 -1.56981 -2.82847 -0.0239
H 2.44501 -0.88730 -4.11458 -0.0107
O 2.40200 -1.73141 -3.73322 -0.0608
H -1.10054 -4.35560 -0.04578 0.0919
H -0.82872 -3.13382 -1.03429 0.0796
O -1.26654 -3.36656 -0.13667 -0.1085
H 0.64485 3.88188 -2.11954 0.0157
H 1.73048 3.42894 -3.07048 -0.0651
O 1.56164 4.08717 -2.45851 -0.1130
H -1.21396 -0.87042 1.09633 0.1023
H -0.46550 0.33199 1.89835 -0.0126
O -0.67684 -0.59388 1.98525 -0.1368
H 1.32079 -2.12121 1.53478 0.0514
H 2.99048 -2.18742 1.24994 0.0638
O 2.13226 -1.91580 0.86821 -0.1380
H 2.70101 0.08629 2.91815 0.0352
H 3.33538 -0.17664 1.38521 0.0562
O 2.90853 0.38710 2.06309 -0.0587
H -0.25987 -2.42038 2.87298 0.0916
H -0.20285 -3.12883 1.55945 -0.0764
O 0.28471 -2.95379 2.25591 0.0163
H 1.66479 -2.65762 -0.67385 -0.0379
H 1.86753 -3.74317 -1.65030 0.1224
O 1.29758 -2.90602 -1.50403 -0.0959
H -1.71578 4.01748 -1.26608 0.0950
H -1.63303 3.43463 -2.72381 0.0367
O -1.30084 3.31176 -1.84941 -0.0628
H -2.20275 -0.52663 3.18425 -0.0026
H -3.44317 0.31805 3.42228 -0.0132
O -3.14923 -0.46401 3.07348 -0.0241
H -0.67604 3.14591 1.69929 0.0802
H -2.09260 2.67353 1.26649 -0.0234
O -1.69825 3.43047 1.64640 -0.0946
```

Calculated values
* relative energy (zero: lowest compared OMol25 entry of this formula, charge and spin): 95.50 kcal per mole
* max |F|: 0.1489 Eh/bohr
* total charge: 0
* frontier orbital gap: 8.7 eV